Molecular formula: C3H13NO3
Method: DFT, wB97M-V/def2-TZVPD

Geometry as XYZ:
```
20
Properties=species:S:1:pos:R:3:forces:R:3
C 0.01465 -1.49581 -1.85498 -0.5173 0.3198 -0.4418
N -0.14304 -0.15841 -1.28039 1.1259 -0.4924 0.2268
C 1.20150 0.37487 -0.97223 -2.0440 1.1974 -0.5460
C 1.09688 1.80021 -0.45278 1.2016 0.4037 0.8814
O 0.71367 1.83492 0.94031 -0.1162 -0.3395 0.1546
H -0.98045 -1.94251 -1.92183 0.2481 -0.2517 0.2521
H 0.73648 -2.12118 -1.30769 -0.2790 -0.1337 0.0190
H 0.35988 -1.41362 -2.88891 0.1821 0.0616 0.0425
H -0.69778 -0.27915 -0.43777 0.0268 0.1733 -0.0746
H 1.77058 -0.20931 -0.24910 0.2353 -0.2890 0.0728
H 1.71581 0.42848 -1.92446 0.4185 -0.2030 -0.1455
H 2.10020 2.25115 -0.52134 -0.1803 -0.0119 -0.0726
H 0.41805 2.50681 -0.92536 -0.2067 -0.6115 -0.4926
H 1.50907 1.74834 1.47245 0.0991 0.1311 -0.0026
O -0.47170 -0.40979 2.33997 0.1649 -0.5961 0.3268
H 0.12816 0.14009 1.81588 -0.4010 0.6613 0.1554
H -1.08081 0.12681 2.85532 0.3671 0.4397 -0.0850
O -2.13786 -1.54476 0.65238 0.0459 0.1473 0.0780
H -1.61643 -0.99775 1.29305 -0.2820 -0.8162 -0.4146
H -1.73318 -2.42037 0.69239 -0.0891 0.2099 0.0662
```
Positions in Å, forces in eV/Å.

Results
SMILES string: CNCCO.O.O
HOMO level (eV): -8.9571
Frontier orbital gap (eV): 9.5

---

Molecular formula: C4H6Cl3IN3
Method: DFT, wB97M-V/def2-TZVPD

Geometry as XYZ:
```
17
Properties=species:S:1:pos:R:3:forces:R:3
C 0.08877 0.94384 -2.29600 1.3922 -0.0919 -1.0219
C 1.65297 -0.24875 -0.13391 -0.5801 0.4140 -2.4004
C -0.52770 -0.38169 0.90363 -0.6341 -0.5606 0.7009
C 2.95160 0.40453 0.06053 1.4200 0.4106 0.3955
N -0.32430 0.83225 -1.09454 -2.6220 0.3037 0.7967
N 1.18377 0.55204 -2.87369 0.2575 -0.8850 1.7504
N 0.43473 0.40894 0.09957 1.4614 0.6461 0.5803
Cl 2.79005 2.14422 0.41583 -0.0398 -0.3790 -0.1173
Cl 3.69031 -0.42174 1.51532 -0.5611 0.2433 -0.5355
Cl 4.04300 0.15948 -1.32557 -0.3614 -0.0197 0.5535
I 2.01986 0.92932 -4.59909 -0.0157 0.2747 -0.2865
H -0.72672 1.39152 -2.87956 0.0351 0.0600 -0.0310
H 1.62092 -1.23264 -0.57697 -0.0778 -0.2083 0.2152
H -0.64355 -1.37185 0.47013 0.0781 0.0760 -0.1528
H -0.15977 -0.46987 1.92515 0.1326 0.0520 -0.0915
H -1.49165 0.12635 0.89519 0.2390 0.1052 -0.1473
H 0.64284 1.30631 0.58677 -0.1240 -0.4411 -0.2084
```
Positions in Å, forces in eV/Å.

Results
HOMO level (alpha / beta) (eV): -12.3397 / -12.3711
Total charge: +1
Frontier orbital gap (alpha / beta) (eV): 5.0 / 5.0

---

| no. | total energy (eV) |
| --- | --- |
| 1 | -10953.8759 |
| 2 | -54370.2105 |